*i*
The following is a quantum chemistry calculation of C41H34BrN5O5SnTe as an isolated structure, from the Open Molecules 2025 dataset.

* ⟨S²⟩: 0.76
* HOMO-LUMO gap (spin up / spin down): 8.01 / 6.13 eV
* 2S+1: 2
* E_LUMO (spin up / spin down): -0.1123 / -0.1925 hartree
* net charge: +1

The geometry in XYZ format:
```
88
C41H34BrN5O5SnTe (ωB97M-V/def2-TZVPD)
Sn 0.172 -0.249 1.095
O -1.648 -4.351 0.829
C -1.348 -3.189 0.681
N -0.114 -2.641 0.710
C 0.980 -3.289 0.258
O 1.032 -4.117 -0.630
C 2.255 -2.775 0.883
C 3.444 -3.429 0.600
C 4.616 -2.934 1.150
C 4.552 -1.816 1.970
C 3.319 -1.227 2.197
N 2.194 -1.692 1.659
C -2.413 -2.133 0.457
C -3.675 -2.543 0.056
C -4.610 -1.575 -0.277
C -4.259 -0.234 -0.172
C -2.989 0.085 0.276
N -2.083 -0.842 0.577
H 3.432 -4.294 -0.046
H 5.563 -3.413 0.940
H 5.443 -1.402 2.418
H 3.221 -0.339 2.809
H -3.898 -3.598 -0.001
H -5.594 -1.860 -0.623
H -4.948 0.555 -0.434
H -2.672 1.115 0.395
Br -1.133 -1.571 -2.270
C 0.721 -1.336 -2.088
C 1.570 -1.972 -2.980
C 2.924 -1.694 -2.900
C 3.372 -0.775 -1.961
C 2.451 -0.224 -1.092
N 1.145 -0.516 -1.134
C 2.903 0.800 -0.040
O 4.029 1.244 -0.126
O 1.999 1.081 0.807
H 1.162 -2.661 -3.704
H 3.615 -2.174 -3.580
H 4.406 -0.476 -1.883
C 1.747 7.777 5.345
C 1.165 6.510 4.796
C 1.636 5.935 3.627
C 1.117 4.746 3.124
C 1.752 4.130 1.916
C 0.042 4.165 3.800
Te -0.968 2.402 3.147
N -0.822 1.993 1.191
C -0.900 3.129 0.453
O -1.073 4.206 1.025
C -0.751 3.028 -1.018
C -0.823 1.807 -1.684
C -0.655 1.754 -3.057
C -0.389 2.917 -3.767
C -0.303 4.133 -3.106
C -0.504 4.195 -1.738
C -2.951 3.198 3.123
C -3.146 4.568 3.005
C -4.429 5.076 2.912
C -5.514 4.212 2.960
C -5.312 2.854 3.127
C -4.029 2.315 3.206
C -3.848 0.834 3.409
C -0.410 4.678 5.025
C -1.469 3.997 5.853
C 0.163 5.847 5.500
H 2.358 8.292 4.608
H 2.370 7.554 6.212
H 0.956 8.448 5.680
H 2.442 6.411 3.082
H 2.836 4.129 2.014
H 1.505 4.701 1.020
H 1.430 3.103 1.765
H -1.019 0.898 -1.126
H -0.744 0.809 -3.573
H -0.250 2.873 -4.838
H -0.084 5.034 -3.660
H -0.462 5.136 -1.208
H -2.293 5.231 2.968
H -4.576 6.140 2.799
H -6.519 4.599 2.871
H -6.163 2.190 3.201
H -4.647 0.277 2.922
H -3.882 0.593 4.474
H -2.892 0.488 3.010
H -1.475 2.918 5.676
H -2.462 4.386 5.630
H -1.275 4.167 6.910
H -0.183 6.256 6.441
```

*ii*
The following is a quantum chemistry calculation of C41H34BrN5O5SnTe as an isolated structure, from the Open Molecules 2025 dataset.

* ⟨S²⟩: 0.75
* HOMO-LUMO gap (spin up / spin down): 7.81 / 6.84 eV
* 2S+1: 2
* E_LUMO (spin up / spin down): -0.0994 / -0.1655 hartree
* net charge: +1

The geometry in XYZ format:
```
88
C41H34BrN5O5SnTe (ωB97M-V/def2-TZVPD)
Sn -1.161 -0.294 1.662
O -1.190 2.917 4.607
C -0.929 2.025 3.836
N -1.636 1.638 2.706
C -2.764 2.360 2.345
O -3.320 3.234 2.962
C -3.270 1.997 0.981
C -4.117 2.873 0.326
C -4.505 2.584 -0.971
C -4.028 1.426 -1.569
C -3.196 0.598 -0.841
N -2.833 0.875 0.418
C 0.335 1.231 4.062
C 1.120 1.495 5.173
C 2.300 0.789 5.334
C 2.657 -0.166 4.387
C 1.805 -0.386 3.324
N 0.674 0.309 3.170
H -4.451 3.763 0.841
H -5.166 3.250 -1.510
H -4.300 1.158 -2.581
H -2.802 -0.312 -1.269
H 0.790 2.241 5.881
H 2.936 0.975 6.190
H 3.576 -0.729 4.472
H 2.018 -1.131 2.564
Br -2.588 -0.986 5.328
C -3.563 -1.881 3.979
C -4.702 -2.589 4.307
C -5.379 -3.226 3.282
C -4.895 -3.158 1.987
C -3.739 -2.435 1.745
N -3.092 -1.789 2.735
C -3.186 -2.389 0.306
O -3.855 -2.911 -0.567
O -2.048 -1.802 0.150
H -5.037 -2.633 5.333
H -6.287 -3.773 3.502
H -5.379 -3.652 1.157
C 2.655 1.299 -7.140
C 2.010 0.771 -5.886
C 1.429 1.620 -4.959
C 0.816 1.143 -3.805
C 0.107 2.124 -2.900
C 0.858 -0.229 -3.558
Te 0.138 -1.145 -1.772
N 0.011 0.237 -0.254
C 1.217 0.953 -0.274
O 2.097 0.697 -1.085
C 1.372 2.072 0.700
C 0.354 3.009 0.853
C 0.476 4.016 1.801
C 1.612 4.082 2.596
C 2.646 3.168 2.417
C 2.531 2.169 1.466
C 1.942 -2.169 -1.232
C 3.137 -1.762 -1.820
C 4.316 -2.419 -1.521
C 4.304 -3.483 -0.628
C 3.117 -3.877 -0.037
C 1.907 -3.242 -0.330
C 0.647 -3.752 0.324
C 1.338 -1.131 -4.529
C 1.223 -2.638 -4.412
C 1.930 -0.600 -5.668
H 2.682 2.388 -7.148
H 2.102 0.964 -8.020
H 3.675 0.923 -7.235
H 1.432 2.692 -5.135
H -0.522 2.781 -3.499
H 0.828 2.743 -2.362
H -0.523 1.619 -2.171
H -0.512 2.961 0.200
H -0.318 4.743 1.928
H 1.694 4.856 3.349
H 3.546 3.242 3.015
H 3.331 1.454 1.305
H 3.147 -0.916 -2.494
H 5.241 -2.108 -1.989
H 5.222 -4.014 -0.404
H 3.112 -4.710 0.659
H 0.786 -4.771 0.682
H -0.192 -3.743 -0.367
H 0.373 -3.133 1.184
H 0.329 -2.937 -3.860
H 2.091 -3.072 -3.915
H 1.159 -3.082 -5.404
H 2.332 -1.285 -6.411
```

Verdict on stability: *ii* comes out on top.

*i*
The following is a quantum chemistry calculation of a 2-piece molecular cluster, CH6OS2 overall, from the Open Molecules 2025 dataset.

* ⟨S²⟩: 0.75
* HOMO-LUMO gap (spin up / spin down): 9.60 / 5.79 eV
* 2S+1: 2
* E_LUMO (spin up / spin down): -0.1920 / -0.3323 hartree
* net charge: +1

The geometry in XYZ format:
```
10
CH6OS2 (ωB97M-V/def2-TZVPD)
C -0.143 1.584 0.539
S 0.615 0.500 -0.662
S -0.981 -0.340 -1.594
H -0.749 2.315 -0.010
H 0.544 1.937 1.306
H -0.934 1.006 1.012
H -0.672 -1.565 -1.115
H 0.942 -2.013 2.589
H 1.101 -0.753 3.300
O 0.604 -1.571 3.380
```

*ii*
The following is a quantum chemistry calculation of a 2-piece molecular cluster, CH6OS2 overall, from the Open Molecules 2025 dataset.

* ⟨S²⟩: 0.75
* HOMO-LUMO gap (spin up / spin down): 10.59 / 7.42 eV
* 2S+1: 2
* E_LUMO (spin up / spin down): -0.1703 / -0.3003 hartree
* net charge: +1

The geometry in XYZ format:
```
10
CH6OS2 (ωB97M-V/def2-TZVPD)
C 1.019 1.482 0.691
S -0.441 0.465 0.722
S 0.334 -1.374 0.319
H 1.512 1.464 -0.280
H 1.643 1.183 1.535
H 0.658 2.502 0.858
H -0.541 -1.511 -0.705
H -0.180 0.299 -3.160
H -1.603 0.336 -2.587
O -0.686 0.218 -2.319
```

Verdict on stability: *ii* comes out on top.

*i*
The following is a quantum chemistry calculation of one molecule with the formula C21H26N2O5S, from the Open Molecules 2025 dataset.

* HOMO-LUMO gap: 8.97 eV
* SMILES string: COC(=O)CNc1cc(S(=O)(=O)N2CCCCC2)ccc1Oc1cccc(C)c1
* E_LUMO: 0.0222 hartree

The geometry in XYZ format:
```
55
C21H26N2O5S (ωB97M-V/def2-TZVPD)
C -0.931 -3.866 -1.388
H -1.769 -3.169 -1.482
H -1.254 -4.755 -0.844
H -0.543 -4.130 -2.368
O 0.138 -3.227 -0.692
C 0.037 -3.157 0.630
O -0.798 -3.713 1.292
C 1.127 -2.269 1.245
N 1.722 -1.307 0.356
C 0.946 -0.507 -0.450
C -0.437 -0.412 -0.321
C -1.171 0.339 -1.216
C -0.578 1.065 -2.226
C 0.807 1.046 -2.323
C 1.559 0.269 -1.460
O 2.922 0.191 -1.663
C 3.768 0.608 -0.663
C 5.109 0.267 -0.811
C 6.047 0.663 0.127
C 5.625 1.404 1.227
C 4.294 1.747 1.371
C 3.356 1.356 0.431
H 2.319 1.636 0.539
H 3.977 2.329 2.223
H 6.347 1.716 1.967
C 7.493 0.307 -0.033
H 7.865 -0.189 0.862
H 8.086 1.208 -0.184
H 7.642 -0.350 -0.886
H 5.401 -0.307 -1.678
H 1.319 1.608 -3.088
H -1.191 1.622 -2.914
S -2.941 0.118 -1.127
O -3.200 -1.277 -1.356
O -3.587 1.065 -1.995
N -3.211 0.418 0.498
C -3.181 1.826 0.832
C -4.510 2.525 0.547
C -5.648 1.784 1.246
C -5.656 0.323 0.799
C -4.303 -0.315 1.106
H -4.250 -1.331 0.713
H -4.125 -0.339 2.187
H -5.827 0.272 -0.278
H -6.447 -0.231 1.305
H -6.603 2.256 1.008
H -5.507 1.832 2.329
H -4.677 2.517 -0.531
H -4.458 3.560 0.887
H -2.375 2.274 0.245
H -2.928 1.908 1.896
H -0.977 -0.953 0.438
H 2.597 -1.583 -0.066
H 0.667 -1.756 2.098
H 1.913 -2.917 1.638
```

*ii*
The following is a quantum chemistry calculation of one molecule with the formula C21H26N2O5S, from the Open Molecules 2025 dataset.

* HOMO-LUMO gap: 8.65 eV
* SMILES string: COc1cccc(CN(C)C(=O)c2ccc(S(=O)(=O)N3CCCC3)cc2)c1OC
* E_LUMO: 0.0213 hartree

The geometry in XYZ format:
```
55
C21H26N2O5S (ωB97M-V/def2-TZVPD)
C -3.530 -0.311 -0.704
H -4.320 0.301 -0.257
O -2.805 -1.016 0.283
C -2.082 -0.306 1.202
C -2.080 1.082 1.252
C -1.313 1.763 2.180
C -0.502 1.062 3.046
C -0.469 -0.325 3.006
C -1.296 -1.026 2.123
O -1.200 -2.383 2.238
C -2.074 -3.250 1.550
H -3.120 -3.030 1.775
H -1.825 -4.246 1.916
H -1.923 -3.210 0.470
C 0.413 -1.085 3.959
N 1.348 -2.060 3.416
C 1.859 -2.166 2.170
O 2.615 -3.070 1.853
C 1.469 -1.141 1.152
C 1.794 0.204 1.285
C 1.375 1.109 0.326
C 0.637 0.661 -0.751
C 0.381 -0.683 -0.941
C 0.820 -1.590 0.006
H 0.634 -2.647 -0.111
H -0.181 -0.997 -1.806
S -0.023 1.853 -1.901
O -0.051 3.145 -1.277
O -1.267 1.333 -2.416
N 1.167 1.854 -3.081
C 1.580 3.146 -3.607
H 2.674 3.179 -3.630
C 1.004 3.190 -5.021
H -0.058 3.435 -4.977
C 1.197 1.744 -5.475
H 2.222 1.596 -5.817
H 0.517 1.456 -6.274
C 0.948 0.936 -4.193
H -0.083 0.575 -4.144
H 1.627 0.084 -4.102
H 1.513 3.908 -5.660
H 1.208 3.929 -2.949
H 1.572 2.165 0.416
H 2.354 0.542 2.143
C 1.743 -3.059 4.386
H 2.494 -3.699 3.927
H 2.163 -2.578 5.272
H 0.884 -3.666 4.681
H 0.976 -0.364 4.568
H -0.244 -1.649 4.635
H 0.122 1.587 3.754
H -1.338 2.840 2.200
H -2.666 1.646 0.547
H -3.984 -1.083 -1.324
H -2.875 0.314 -1.317
```

*iii*
The following is a quantum chemistry calculation of C21H26N2O5S as an isolated structure, from the Open Molecules 2025 dataset.

* HOMO-LUMO gap: 8.15 eV
* E_LUMO: -0.0057 hartree

The geometry in XYZ format:
```
55
C21H26N2O5S (ωB97M-V/def2-TZVPD)
C -3.016 -1.907 2.301
C -2.766 -1.003 1.302
C -1.376 -0.716 1.035
H -0.568 -1.209 1.620
H -0.951 -0.662 -0.184
H -0.954 0.460 1.280
C -3.492 -0.264 0.535
N -3.413 1.026 0.224
C -3.029 1.570 -0.926
O -3.057 1.049 -1.885
C -2.611 2.883 -0.762
H -2.310 3.260 -1.922
O -1.528 3.480 -0.041
C -0.385 2.609 -0.112
C -0.061 1.962 -1.441
C 1.287 1.388 -1.335
C 2.142 1.659 -0.402
C 1.912 2.265 0.772
C 0.481 2.740 0.805
H 0.410 3.357 1.834
H 2.643 2.302 1.363
S 3.829 0.573 -0.438
O 3.949 0.257 -1.889
O 4.773 1.373 0.317
N 3.450 -0.913 0.077
C 2.427 -1.662 0.089
C 2.050 -1.698 -1.219
C 0.919 -2.934 -1.412
C 0.566 -3.494 -0.246
C 0.976 -3.277 1.003
C 1.951 -2.510 1.104
H 2.407 -2.255 2.004
H 0.581 -3.920 1.804
O -0.501 -4.256 -0.694
C -1.131 -5.021 0.378
H -0.567 -5.930 0.963
H -1.689 -4.405 0.948
H -1.922 -5.667 0.175
H 0.611 -3.001 -2.373
H 2.542 -1.486 -1.932
H 3.799 -0.513 1.412
H 1.598 0.730 -2.114
H -0.669 1.851 -2.088
H -3.338 3.857 -0.425
C -3.581 1.694 1.497
H -3.125 2.750 1.646
C -5.156 2.367 1.722
H -5.346 2.955 2.651
H -5.440 2.801 0.764
H -5.664 1.286 1.704
H -3.464 1.069 2.366
H -4.694 -0.618 0.705
H -3.745 -0.762 -0.692
H -2.282 -2.317 2.930
H -4.087 -2.083 2.505
```

Verdict on stability: *i* comes out on top.

*i*
The following is a quantum chemistry calculation of a 2-piece molecular cluster, C4H8BrN overall, from the Open Molecules 2025 dataset.

* HOMO-LUMO gap: 11.11 eV
* SMILES string: CC(C)C#N.Br
* E_LUMO: 0.0245 hartree

The geometry in XYZ format:
```
14
C4H8BrN (ωB97M-V/def2-TZVPD)
C 1.027 0.460 -0.488
C 0.317 -1.563 1.096
C -1.203 -0.392 -0.574
C 0.030 -0.192 0.400
N 1.614 1.179 -1.159
Br 0.863 4.015 -1.031
H -0.164 -1.615 1.965
H -0.024 -2.441 0.507
H 1.410 -1.597 1.312
H -1.457 0.669 -0.952
H -2.036 -0.840 0.125
H -1.108 -0.988 -1.508
H -0.289 0.459 1.261
H 1.019 2.846 -0.953
```

*ii*
The following is a quantum chemistry calculation of one molecule with the formula C4H8BrN, from the Open Molecules 2025 dataset.

* HOMO-LUMO gap: 9.02 eV
* SMILES string: C[C@H]1CCN1Br
* E_LUMO: 0.0132 hartree

The geometry in XYZ format:
```
14
C4H8BrN (ωB97M-V/def2-TZVPD)
C 0.251 0.827 0.804
C -0.248 1.338 -0.542
C -0.140 -0.636 0.464
C 0.862 -1.264 -0.476
N -1.194 -0.204 -0.481
Br -3.041 0.114 0.159
H 1.355 0.906 1.058
H -0.363 1.017 1.684
H -0.742 2.277 -0.586
H 0.468 1.195 -1.391
H -0.437 -1.229 1.267
H 0.303 -2.164 -0.767
H 1.747 -1.476 0.062
H 1.179 -0.703 -1.256
```

Verdict on stability: *i* comes out on top.